One molecule with the formula C16H15N5 at a distorted geometry. Source: the Open Molecules 2025 dataset; level of theory: ωB97M-V/def2-TZVPD.

Summary:
**DFT total energy**: -892.40024 hartree
**Energy above the lowest of the compared OMol25 structures with the same formula, charge and spin**: 41.2 kcal per mole
**Kohn-Sham gap**: 8.0717 eV
**SMILES**: [H]/N=C(/N)c1ccc(-c2cc3ccc(/C(N)=N\[H])cn3c2)cc1
**Maximum force**: 0.100 Eh/bohr

Structure (XYZ):
```
36
Properties=species:S:1:pos:R:3:forces:R:3:mulliken_charge:R:1
H 7.195 1.756 0.319 -0.746 0.366 0.086 0.239
N 7.366 1.223 1.156 0.293 0.119 -0.721 -0.831
C 6.504 0.338 1.498 1.668 1.343 -0.116 0.415
N 7.012 -0.503 2.426 -2.237 -1.219 0.095 -0.425
C 5.077 0.297 1.103 -0.162 -2.419 0.238 0.729
C 4.461 1.473 0.875 -4.363 1.324 -1.535 -0.661
C 3.045 1.566 0.497 2.059 -0.495 0.511 -0.661
C 2.226 0.394 0.426 -0.820 2.650 0.347 0.640
C 0.716 0.369 0.322 0.425 -4.535 -1.075 0.320
C -0.128 -0.890 0.052 0.685 1.394 0.441 -0.859
C -1.455 -0.509 -0.018 0.259 -3.370 -1.698 0.564
C -2.690 -1.260 -0.471 -1.719 1.739 1.017 -0.845
C -3.929 -0.609 -0.440 4.080 2.542 0.264 -0.565
C -3.914 0.915 -0.142 2.076 -1.612 1.426 0.493
C -5.167 1.657 0.004 -2.001 0.759 -0.519 0.748
N -5.264 3.031 0.187 0.348 -0.555 0.422 -0.441
N -6.369 1.214 -0.070 -0.102 -0.444 0.054 -0.865
H -6.537 0.246 -0.230 0.448 -0.873 0.011 0.163
C -2.726 1.510 0.293 -0.620 -1.862 -1.951 -0.438
N -1.484 0.810 0.161 -1.980 3.665 1.302 0.167
C -0.200 1.307 0.402 -1.818 3.517 0.111 -0.410
C 2.852 -0.770 0.663 3.861 -3.165 1.315 -0.486
C 4.296 -0.860 1.034 -2.498 0.353 -0.647 -0.671
H 6.456 -1.336 2.588 0.906 0.247 0.823 0.187
H 7.907 -0.219 2.772 0.240 -0.693 0.144 0.255
H 5.009 2.364 1.005 0.432 1.009 -0.081 0.465
H 2.702 2.575 0.253 -0.251 -0.448 0.252 0.339
H 0.144 -1.920 -0.025 0.534 -0.212 -0.175 0.339
H -2.717 -2.319 -0.777 0.651 0.688 0.429 0.320
H -4.833 -1.079 -0.691 -0.946 -0.546 -0.382 0.374
H -6.214 3.187 0.535 0.871 0.709 -0.353 0.297
H -4.521 3.692 0.222 0.135 0.155 0.218 0.156
H -2.716 2.541 0.602 0.374 0.034 0.078 0.208
H -0.071 2.396 0.563 -0.220 -0.913 -0.075 0.319
H 2.283 -1.719 0.628 0.491 0.687 0.143 0.184
H 4.736 -1.814 1.328 -0.354 0.063 -0.399 0.239
```
Forces are in eV/Å.

---

C16H15N6O5PdSSe as an isolated structure. Source: the Open Molecules 2025 dataset; level of theory: ωB97M-V/def2-TZVPD.

Summary:
**DFT total energy**: -4250.89362 hartree
**Energy above the lowest of the compared OMol25 structures with the same formula, charge and spin**: 6.5 kcal per mole
**Kohn-Sham gap**: 7.6889 eV
**Net charge**: -1
**Maximum force**: 0.019 Eh/bohr

Structure (XYZ):
```
45
Properties=species:S:1:pos:R:3:forces:R:3:mulliken_charge:R:1
Pd 0.597 0.311 0.575 -0.931 -0.234 -0.029 0.227
O 0.135 -2.511 0.183 0.027 -0.047 0.044 -0.650
N 0.331 -2.497 -1.084 -0.026 -0.059 -0.082 0.383
C -0.420 -3.317 -1.867 0.016 0.031 0.117 -0.227
C -0.263 -3.384 -3.224 -0.006 -0.025 -0.060 -0.640
C 0.687 -2.572 -3.838 0.030 0.035 0.019 -0.195
C 1.424 -1.718 -3.049 -0.097 -0.077 0.048 -0.798
C 1.262 -1.669 -1.659 -0.049 -0.010 -0.156 0.662
S 2.238 -0.630 -0.687 0.370 0.094 0.086 -0.442
H -1.131 -3.896 -1.297 -0.012 -0.012 -0.038 0.420
H -0.888 -4.060 -3.790 0.002 0.004 -0.007 0.364
H 0.829 -2.590 -4.910 -0.009 -0.005 -0.002 0.358
H 2.144 -1.038 -3.479 0.011 0.013 0.017 0.370
O -2.564 2.798 -0.576 -0.377 0.119 -0.214 -0.707
Se -1.307 2.091 0.107 0.628 -0.386 0.298 1.173
O -0.247 3.031 0.899 -0.148 0.620 0.065 -0.643
O -0.356 1.190 -0.987 0.116 0.020 -0.180 -0.544
O -1.651 0.849 1.172 0.418 0.009 0.109 -0.669
C -0.848 -1.558 2.907 0.086 0.020 -0.023 -1.330
C 0.482 -0.964 3.207 -0.101 0.128 -0.129 0.666
N 1.289 -0.402 2.332 0.088 -0.167 0.024 0.337
C 2.428 -0.008 2.997 -0.062 0.082 0.028 -0.673
C 2.291 -0.304 4.310 0.116 0.073 -0.064 -0.400
N 1.059 -0.914 4.436 -0.041 -0.069 0.156 0.261
C 0.361 -1.055 5.687 -0.027 -0.024 0.089 -1.065
N 0.094 0.241 6.277 -0.006 -0.043 -0.101 0.704
N 0.432 0.455 7.572 -0.045 0.025 -0.129 -0.844
N 0.221 1.680 7.866 0.085 0.019 0.163 -0.554
C -0.242 2.331 6.746 -0.078 -0.214 -0.238 0.208
C -0.555 3.678 6.542 -0.008 0.051 0.016 -0.729
C -0.930 4.050 5.273 0.006 0.103 0.119 -0.572
C -1.013 3.117 4.221 0.007 -0.180 -0.120 -0.650
C -0.737 1.781 4.408 0.027 0.183 0.123 -0.319
C -0.336 1.407 5.698 0.079 0.089 0.162 1.174
H -1.242 -1.098 2.002 -0.012 -0.047 0.029 0.141
H -1.556 -1.389 3.717 -0.027 -0.002 -0.014 0.476
H -0.737 -2.629 2.728 -0.024 -0.008 -0.002 0.347
H 3.236 0.477 2.481 0.001 -0.014 -0.014 0.423
H 2.919 -0.119 5.164 0.020 -0.004 -0.003 0.432
H 0.965 -1.600 6.410 -0.020 0.010 0.027 0.387
H -0.559 -1.605 5.504 -0.004 0.013 0.019 0.443
H -0.482 4.387 7.357 -0.007 0.012 -0.017 0.401
H -1.161 5.085 5.060 0.007 0.010 0.033 0.375
H -1.267 3.448 3.221 0.009 -0.040 0.012 0.351
H -0.822 1.108 3.573 -0.033 -0.100 -0.179 0.567
```
Forces are in eV/Å.

---

C16H15NPb as an isolated structure at a distorted geometry. Source: the Open Molecules 2025 dataset; level of theory: ωB97M-V/def2-TZVPD.

Summary:
**DFT total energy**: -865.56384 hartree
**Energy above the lowest of the compared OMol25 structures with the same formula, charge and spin**: 53.6 kcal per mole
**Kohn-Sham gap (spin up / spin down)**: 6.1805 / 6.1800 eV
**Net charge**: +2
**Maximum force**: 0.090 Eh/bohr

Structure (XYZ):
```
33
Properties=species:S:1:pos:R:3:forces:R:3:mulliken_charge:R:1
Pb -2.240 0.216 0.433 -2.514 2.662 2.268 0.968
C -4.170 -0.470 -0.360 1.238 -1.005 0.093 -1.096
H -4.589 -1.104 0.467 0.279 0.398 -0.936 0.378
H -4.952 0.084 -0.920 0.894 -0.660 -0.028 0.316
H -3.331 -1.095 -0.950 -2.786 0.128 -0.059 0.296
H -0.275 -1.023 -0.320 -0.059 -1.285 0.559 0.402
H -1.204 -0.764 -1.331 -0.313 3.350 -3.165 0.777
C -1.405 2.273 -3.463 0.073 -0.027 0.430 -0.639
C -0.141 2.808 -3.163 0.135 -0.395 0.466 -0.638
C 0.694 2.148 -2.240 -0.862 -0.441 0.253 -0.770
C 0.214 0.998 -1.557 0.099 0.262 -0.975 1.072
C -1.054 0.415 -1.839 0.328 -0.454 -0.680 -0.519
C -1.847 1.087 -2.832 0.162 -1.145 0.604 -0.593
C 0.989 0.399 -0.504 -0.243 -1.579 1.638 1.039
C 2.329 0.588 -0.226 0.085 1.985 -2.100 -0.924
C 2.915 0.078 0.882 0.982 -0.571 1.007 -0.589
C 2.201 -0.722 1.792 -0.684 -0.152 0.314 0.896
C 2.770 -1.267 2.976 0.231 0.355 -0.418 -0.783
C 2.021 -2.042 3.826 0.027 -0.288 0.358 -0.651
C 0.659 -2.288 3.558 -0.183 0.664 -1.190 -0.746
C 0.060 -1.747 2.393 0.259 -0.657 0.920 -0.703
C 0.836 -1.000 1.512 -0.521 -0.067 -0.736 0.861
N 0.242 -0.463 0.319 4.525 0.583 0.448 -0.259
H -2.050 2.808 -4.187 0.363 -0.610 0.538 0.416
H 0.204 3.754 -3.604 -0.242 -0.596 0.039 0.427
H 1.690 2.543 -1.999 -0.614 -0.094 -0.134 0.295
H -2.793 0.623 -3.110 0.112 0.286 -0.076 0.482
H 2.886 1.207 -0.978 -0.364 -0.696 1.140 0.379
H 3.970 0.276 1.087 -0.284 -0.094 -0.151 0.476
H 3.822 -1.038 3.169 -0.378 -0.172 0.088 0.422
H 2.484 -2.471 4.724 -0.268 0.239 -0.446 0.412
H 0.072 -2.895 4.242 0.050 0.162 -0.131 0.422
H -1.007 -1.916 2.203 0.475 -0.085 0.064 0.175
```
Forces are in eV/Å.